[1]
The following is a quantum chemistry calculation of a molecular structure, C50H55ClN4O2Re in a non-equilibrium geometry, from the Open Molecules 2025 dataset.

Results
LUMO (spin up / spin down)   -0.90 / -0.84 eV
Frontier orbital gap (spin up / spin down)   0.21100 / 0.21485 Eh

```
! RIJCOSX wB97M-V def2-TZVPD def2/J DEFGRID3
* xyz 0 4
Re 0.336 0.236 0.113
C 0.867 -6.053 -1.353
C 1.253 -5.344 -0.054
C 1.491 -3.890 -0.280
C 2.698 -3.280 -0.494
C 4.066 -3.882 -0.452
C 4.501 -4.418 -1.816
C 2.418 -1.886 -0.705
C 3.365 -0.927 -1.046
C 3.120 0.428 -1.234
C 4.095 1.409 -1.630
C 5.556 1.151 -1.805
C 5.864 0.676 -3.226
C 3.417 2.584 -1.805
C 2.034 2.318 -1.497
C 1.026 3.260 -1.648
C -0.335 3.040 -1.514
N -0.901 1.838 -1.262
C -2.234 2.031 -1.176
C -3.185 1.042 -0.959
C -2.948 -0.312 -0.759
N -1.736 -0.904 -0.763
C -1.917 -2.206 -0.458
C -0.886 -3.113 -0.258
C 0.479 -2.864 -0.344
N 1.075 -1.647 -0.540
C -3.337 -2.490 -0.302
C -3.980 -1.300 -0.467
C -5.435 -0.996 -0.327
C -6.172 -0.990 -1.669
C -3.930 -3.833 -0.017
C -4.091 -4.660 -1.296
C -2.538 3.445 -1.352
C -1.354 4.069 -1.603
C -1.091 5.523 -1.829
C -0.593 6.207 -0.552
C -3.900 4.047 -1.252
C -4.647 3.962 -2.583
N 1.888 1.016 -1.104
C 3.965 3.914 -2.206
C 4.073 4.867 -1.012
H 0.720 -7.117 -1.182
H 1.658 -5.930 -2.088
H -0.046 -5.628 -1.762
H 2.168 -5.798 0.329
H 0.467 -5.489 0.691
H 4.078 -4.697 0.276
H 4.784 -3.132 -0.110
H 3.890 -5.269 -2.102
H 5.540 -4.739 -1.787
H 4.391 -3.646 -2.573
H 4.374 -1.275 -1.209
H 5.884 0.396 -1.088
H 6.113 2.066 -1.601
H 5.252 -0.191 -3.467
H 6.914 0.403 -3.324
H 5.639 1.462 -3.944
H 1.330 4.260 -1.918
H -4.217 1.364 -0.929
H -1.172 -4.127 -0.016
H -5.552 -0.018 0.149
H -5.900 -1.738 0.328
H -5.675 -0.330 -2.374
H -7.198 -0.652 -1.534
H -6.198 -1.991 -2.093
H -4.910 -3.705 0.449
H -3.299 -4.378 0.690
H -4.736 -4.140 -2.001
H -4.538 -5.627 -1.075
H -3.125 -4.824 -1.767
H -2.009 6.010 -2.162
H -0.344 5.652 -2.617
H -1.332 6.109 0.241
H -0.419 7.266 -0.737
H 0.337 5.757 -0.212
H -3.815 5.094 -0.952
H -4.469 3.529 -0.477
H -4.126 4.538 -3.343
H -5.655 4.357 -2.478
H -4.709 2.929 -2.918
H 3.330 4.365 -2.973
H 4.957 3.779 -2.639
H 3.095 5.074 -0.585
H 4.526 5.808 -1.318
H 4.690 4.426 -0.234
Cl -2.652 1.610 6.871
C -2.211 1.070 5.287
C -2.460 -0.264 4.926
C -2.095 -0.717 3.693
C -1.422 0.118 2.752
O -1.057 -0.380 1.644
C -1.201 1.487 3.139
C -0.519 2.394 2.284
O 0.000 2.172 1.181
C -1.620 1.935 4.407
H -2.935 -0.925 5.636
H -2.264 -1.744 3.401
H -0.436 3.426 2.669
H -1.438 2.965 4.681
C 1.924 0.022 1.704
C 1.499 -0.666 2.938
C 1.329 -2.053 2.956
C 1.001 -2.718 4.119
C 0.852 -2.014 5.304
C 0.997 -0.637 5.302
C 1.309 0.030 4.133
H 2.772 -0.518 1.279
H 2.250 1.042 1.934
H 1.467 -2.602 2.038
H 0.884 -3.794 4.106
H 0.639 -2.538 6.223
H 0.885 -0.080 6.221
H 1.432 1.104 4.151
*
```

=====

[2]
The following is a quantum chemistry calculation of a gas-phase ion, C2H8IN2 (charge +1) in a non-equilibrium geometry, from the Open Molecules 2025 dataset.

Results
LUMO (spin up / spin down)   -3.21 / -7.60 eV
Frontier orbital gap (spin up / spin down)   0.25415 / 0.23537 Eh

```
! RIJCOSX wB97M-V def2-TZVPD def2/J DEFGRID3
* xyz 1 3
C 0.511 0.842 -1.303
C 0.206 -0.207 0.983
N -0.643 -1.066 1.637
N 0.010 -0.348 -0.477
I 2.446 -0.398 1.355
H -0.340 1.206 -1.817
H 0.870 1.700 -0.740
H 1.270 0.322 -1.957
H 0.082 0.805 1.117
H -0.431 -2.004 1.579
H -1.002 -0.885 2.521
H 0.458 -1.237 -0.929
H -0.926 -0.536 -0.605
*
```

=====

[3]
The following is a quantum chemistry calculation of a molecular structure, C36H28F5KN6O3SSb, from the Open Molecules 2025 dataset.

Results
LUMO   2.27 eV
Frontier orbital gap   0.25424 Eh

```
! RIJCOSX wB97M-V def2-TZVPD def2/J DEFGRID3
* xyz -1 1
K 0.364 0.076 0.220
C -1.840 -1.249 2.386
C -1.010 -0.804 3.550
C -1.359 -1.118 4.865
C -0.553 -0.685 5.899
C 0.580 0.057 5.594
C 0.853 0.334 4.263
N 0.079 -0.089 3.265
Sb 2.552 1.545 3.780
C 3.177 0.279 2.143
C 3.769 0.757 0.982
C 4.094 -0.152 -0.017
C 3.828 -1.493 0.182
C 3.251 -1.895 1.386
C 2.928 -3.330 1.669
N 2.941 -1.019 2.343
C 1.353 2.960 2.669
C 1.821 3.704 1.598
C 0.952 4.586 0.974
C -0.341 4.693 1.445
C -0.733 3.913 2.530
C -2.145 3.920 3.034
N 0.111 3.081 3.141
H -2.664 -1.891 2.697
H -1.225 -1.820 1.686
H -2.258 -0.385 1.861
H -2.254 -1.696 5.051
H -0.801 -0.917 6.928
H 1.239 0.416 6.374
H 3.948 1.814 0.837
H 4.529 0.193 -0.948
H 4.027 -2.231 -0.581
H 3.138 -3.963 0.811
H 1.867 -3.411 1.907
H 3.499 -3.679 2.532
H 2.832 3.592 1.230
H 1.276 5.154 0.111
H -1.060 5.343 0.962
H -2.718 4.748 2.614
H -2.163 3.986 4.122
H -2.630 2.987 2.736
S -1.898 -0.510 -4.700
C -1.655 -0.074 -3.040
N -0.490 -0.283 -2.547
C 0.344 -0.838 -3.512
C 1.675 -1.205 -3.301
C 2.377 -1.769 -4.343
C 1.775 -1.971 -5.593
C 0.461 -1.614 -5.816
C -0.251 -1.044 -4.762
H -2.461 0.350 -2.454
H 2.106 -1.087 -2.315
H 3.401 -2.083 -4.189
H 2.345 -2.423 -6.394
H 0.001 -1.782 -6.781
C -4.777 3.152 -0.788
N -3.353 2.976 -0.989
C -2.661 3.705 -1.913
C -1.332 3.586 -2.039
C -0.612 2.653 -1.168
O 0.615 2.504 -1.273
N -1.336 1.981 -0.227
C -2.665 2.119 -0.102
O -3.349 1.536 0.748
H -5.161 3.812 -1.565
H -4.980 3.585 0.193
H -5.289 2.193 -0.836
H -3.255 4.366 -2.532
H -0.781 4.145 -2.781
F -1.085 -6.418 -3.561
C -0.633 -5.412 -2.780
C -1.510 -4.654 -2.020
F -2.827 -4.935 -2.067
C -1.049 -3.626 -1.230
F -1.946 -2.918 -0.511
C 0.324 -3.263 -1.129
O 0.717 -2.267 -0.444
C 1.171 -4.079 -1.919
F 2.498 -3.800 -1.960
C 0.712 -5.107 -2.720
F 1.584 -5.812 -3.467
*
```

=====

Calculated total energy: -77452.5328; -13273.3522; -100158.8986 (eV)
Energy relative to the best compared isomer or geometry (same formula, charge and spin): 1.6055; 1.5724; 0.0000 (eV)